(1)
DFT (wB97M-V/def2-TZVPD) results for the ion C5H6NO2S2 with charge -1 at a distorted geometry.

Each atom is followed by the atoms it is bonded to, with distances in Å.
Atoms and positions in Å:
1 C 1.33266 -0.14987 -0.61754  C3 1.432, H9 1.038, C11 1.356
2 H 3.35186 -0.10373 -0.27599  C3 1.018
3 C 2.50875 -0.52772 0.10611  C1 1.432, H2 1.018, C13 1.310
4 S 0.60404 -0.97126 1.75932  C11 1.671, C13 1.737
5 H -0.89873 1.67617 -1.53145  C15 1.026
6 H -0.88927 0.13013 -2.18592  C15 1.045
7 N -1.39432 -0.12214 -0.33457  C11 1.804, S14 1.875, C15 1.434
8 H -2.42837 0.81251 -1.62420  C15 1.106
9 H 1.25895 0.16029 -1.60525  C1 1.038
10 H 3.06527 -1.20061 2.04299  C13 1.088
11 C 0.30106 -0.34484 0.24007  C1 1.356, S4 1.671, N7 1.804
12 O -1.99049 -0.59327 2.14213  S14 1.518
13 C 2.28590 -0.94619 1.32777  C3 1.310, S4 1.737, H10 1.088
14 S -2.17799 0.59154 1.21207  N7 1.875, O12 1.518, O16 1.492
15 C -1.33477 0.74901 -1.47162  H5 1.026, H6 1.045, N7 1.434, H8 1.106
16 O -3.59453 0.83996 0.81607  S14 1.492

## Properties
* gap between HOMO and LUMO: 0.2550 hartree
* charge: -1

(2)
DFT (wB97M-V/def2-TZVPD) results for an isolated molecule of C5H6O at a distorted geometry.

Each atom is followed by the atoms it is bonded to, with distances in Å.
Atoms and positions in Å:
1 C 1.38936 0.08729 0.02181  C3 1.445, C8 1.206
2 H -1.64139 -0.67019 -1.40392  C10 1.083
3 C -0.03796 0.22876 -0.15742  C1 1.445, O6 1.432, C10 1.517, C11 1.500
4 H 3.64939 -0.02790 0.25008  C8 1.068
5 H -0.96226 -0.88255 1.65158  C11 1.095
6 O -0.51843 1.50504 -0.59559  C3 1.432, H9 0.974
7 H -0.48681 -1.90830 -0.73254  C10 1.099
8 C 2.58708 0.02882 0.15074  C1 1.206, H4 1.068
9 H -0.23136 2.20034 0.02343  O6 0.974
10 C -0.92901 -0.90778 -0.62302  H2 1.083, C3 1.517, H7 1.099, C11 1.508
11 C -1.11851 -0.29435 0.74148  C3 1.500, H5 1.095, C10 1.508, H12 1.093
12 H -1.64907 0.65561 0.64110  C11 1.093

## Properties
* SMILES: C#CC1(O)CC1
* gap between HOMO and LUMO: 0.3801 hartree

Result set for calculated total energy: -1195.68588, -269.22628 a.u., one per record in the order listed.
Result set for energy above the lowest of the compared OMol25 structures with the same formula, charge and spin: 137.0, 314.9 kJ/mol, one per record in the order listed.